DFT (the ωB97M-V functional and the def2-TZVPD basis) results for a 8-piece molecular cluster, C38H92N4O10 overall in a non-equilibrium geometry.

```
144
Properties=species:S:1:pos:R:3:lowdin_charge:R:1
O 34.6376 -29.3919 -34.6186 -0.13
O 39.9597 -20.2081 -29.7360 -0.23
O 24.8842 -24.8177 -39.1260 -0.20
O 30.9113 -22.4925 -38.8503 -0.01
O 27.7072 -24.9432 -36.3298 -0.18
O 35.1968 -19.7964 -30.2129 -0.19
O 34.0937 -23.9997 -31.0069 -0.04
O 37.5930 -30.6916 -34.6735 -0.14
O 40.4905 -24.0985 -30.6888 -0.09
O 36.6324 -27.7615 -38.3820 -0.17
N 27.8641 -23.7587 -38.6368 -0.04
N 31.9118 -22.6754 -37.9920 -0.13
N 33.2818 -25.0495 -31.3700 -0.10
N 37.3869 -21.8716 -29.6465 -0.07
C 33.5018 -22.9243 -40.0346 -0.02
C 27.5789 -22.9811 -37.4173 -0.23
C 31.2383 -20.9226 -36.4055 -0.06
C 32.4469 -24.8496 -38.8923 -0.06
C 30.8732 -25.6759 -31.9534 -0.11
C 32.9933 -23.4823 -38.5894 -0.46
C 35.0000 -26.6796 -31.7524 -0.05
C 41.2944 -20.3173 -30.2704 -0.10
C 40.2475 -23.8305 -32.0270 -0.38
C 26.9539 -23.6938 -39.8239 -0.15
C 38.7808 -24.0300 -32.3430 -0.10
C 31.6791 -23.2363 -32.2951 -0.02
C 34.6044 -22.3908 -37.0120 -0.23
C 34.4266 -25.2012 -33.6379 -0.01
C 32.8541 -27.0400 -32.7706 -0.16
C 31.8513 -24.5525 -31.4225 -0.43
C 35.1710 -20.6714 -29.0851 -0.23
C 33.8986 -31.6156 -34.3027 -0.08
C 34.1770 -23.6936 -37.6517 -0.14
C 39.6145 -21.0879 -28.6361 -0.15
C 32.3299 -21.4010 -37.3840 -0.45
C 35.5860 -27.4361 -37.5286 -0.38
C 33.9871 -30.1846 -33.6008 -0.28
C 34.3420 -18.6273 -29.9724 -0.09
C 31.5234 -26.4656 -33.1304 -0.18
C 28.3289 -25.7368 -35.3646 -0.13
C 25.4027 -23.5471 -39.5742 -0.18
C 38.3912 -29.6003 -32.7572 -0.09
C 28.2061 -23.5978 -36.2506 -0.22
C 38.0300 -20.9057 -28.7671 -0.17
C 24.3775 -24.8171 -37.8561 -0.14
C 32.7758 -20.1839 -38.2909 -0.01
C 33.4696 -21.6661 -36.3607 -0.17
C 34.2914 -28.0731 -38.0031 -0.08
C 31.3818 -24.2618 -29.9832 -0.06
C 36.0020 -21.9309 -29.4405 -0.25
C 33.8598 -25.9314 -32.3865 -0.51
C 38.6729 -29.9088 -34.2301 -0.37
H 41.5671 -19.4748 -30.9061 0.09
H 24.1156 -25.8750 -37.8401 0.10
H 37.6864 -21.1426 -27.7602 0.11
H 40.0278 -22.0958 -28.6728 0.11
H 35.1522 -24.4236 -33.3993 0.08
H 25.1467 -22.6779 -38.9682 0.11
H 35.5958 -22.3481 -30.3620 0.11
H 27.9004 -24.7343 -38.3780 0.09
H 34.8122 -27.2900 -30.8691 0.09
H 33.3264 -19.3854 -37.7937 0.08
H 40.5703 -22.8122 -32.2442 0.10
H 26.5058 -22.9336 -37.2320 0.09
H 30.1578 -22.9222 -38.4391 0.07
H 29.2736 -23.3870 -36.3145 0.12
H 32.7735 -27.7635 -31.9593 0.12
H 32.1267 -23.6141 -29.5208 0.06
H 35.4852 -22.4747 -36.3754 0.10
H 31.1080 -21.5684 -35.5371 0.07
H 31.8348 -25.0846 -38.0216 0.08
H 34.9474 -24.2641 -38.1706 0.11
H 34.3961 -28.6438 -38.9259 0.07
H 35.0314 -21.7013 -37.7403 0.10
H 34.2978 -22.1797 -40.0283 0.05
H 30.6117 -23.0977 -32.4668 0.07
H 23.4861 -24.1916 -37.8095 0.09
H 33.2917 -32.2719 -33.6790 0.05
H 35.8728 -27.6058 -36.4908 0.08
H 35.5345 -29.7289 -34.6781 0.04
H 28.3004 -25.2796 -34.3756 0.07
H 33.3161 -27.5620 -33.6086 0.10
H 29.9692 -25.2929 -32.4270 0.09
H 27.9403 -21.9692 -37.6005 0.12
H 33.9404 -24.3381 -36.8051 0.11
H 38.7296 -29.1194 -34.9796 0.08
H 32.6934 -22.3582 -40.4975 0.07
H 31.7554 -24.9936 -39.7224 0.09
H 37.5790 -28.8942 -32.5840 0.06
H 32.0111 -23.4236 -33.3162 0.05
H 31.2726 -19.8527 -36.2003 0.08
H 41.5462 -21.3354 -30.5672 0.07
H 32.9455 -29.8990 -33.4539 0.09
H 35.1931 -27.3542 -32.5866 0.07
H 30.8593 -27.2533 -33.4864 0.10
H 35.5431 -20.3029 -28.1292 0.11
H 40.0942 -20.6788 -27.7470 0.11
H 34.8793 -25.9276 -34.3130 0.08
H 34.4098 -24.1465 -30.1124 0.09
H 25.1952 -24.5662 -37.1804 0.07
H 27.8945 -26.6730 -35.0139 0.09
H 31.6754 -25.8742 -34.0332 0.10
H 37.6829 -30.8280 -35.6195 0.07
H 37.4411 -27.2944 -38.1598 0.04
H 33.4143 -20.5656 -39.0877 0.05
H 37.7371 -19.8830 -29.0043 0.12
H 34.0917 -28.7382 -37.1630 0.05
H 37.5310 -21.6975 -30.6309 0.10
H 24.8775 -23.3449 -40.5076 0.11
H 38.1411 -30.5306 -32.2474 0.07
H 27.3802 -22.9190 -40.4611 0.10
H 34.6445 -17.9144 -29.2054 0.08
H 38.4242 -25.0337 -32.1117 0.07
H 32.1629 -22.3336 -31.9220 0.07
H 33.7963 -23.7393 -40.6957 0.07
H 31.8587 -19.8429 -38.7712 0.08
H 30.2648 -20.7872 -36.8768 0.06
H 33.3508 -19.0723 -29.8850 0.08
H 39.5935 -30.4652 -34.4059 0.09
H 30.4053 -23.7779 -29.9604 0.08
H 35.8123 -25.9741 -31.5778 0.08
H 38.6334 -23.8166 -33.4016 0.06
H 31.3075 -25.1875 -29.4126 0.08
H 39.2614 -29.2294 -32.2157 0.06
H 33.3899 -27.4707 -38.1144 0.05
H 33.8569 -20.7987 -35.8260 0.12
H 38.2535 -23.3389 -31.6853 0.05
H 35.4891 -26.3507 -37.5018 0.07
H 34.8971 -32.0163 -34.4771 0.06
H 34.4547 -30.0397 -32.6269 0.10
H 39.9298 -23.3875 -30.3698 0.03
H 27.1128 -24.5890 -40.4251 0.11
H 40.9230 -24.5865 -32.4275 0.11
H 27.8679 -23.0489 -35.3716 0.13
H 29.3835 -25.9100 -35.5790 0.09
H 35.9087 -22.6612 -28.6367 0.12
H 41.9485 -20.3080 -29.3986 0.07
H 33.3172 -31.4848 -35.2154 0.07
H 33.6232 -24.6595 -34.1370 0.05
H 34.2852 -18.0426 -30.8905 0.08
H 33.2372 -22.4007 -35.5896 0.10
H 34.1965 -21.1564 -29.0272 0.11
H 30.3348 -26.2790 -31.2224 0.11
H 33.2794 -25.5524 -38.9262 0.06
```

The HOMO-LUMO gap (spin up / spin down) comes out at 1.4 / 8.3 eV. For the largest force on an atom, the calculation gives 4.4 eV/A. The spin multiplicity is 2. The electronic energy is -67321.8992 eV. As for the expectation value of S²: 0.750. Its charge is -1. The value obtained for the LUMO energy (spin up / spin down) is 0.0785 / 0.0763 Eh.